No. 1
DFT (the ωB97M-V functional and the def2-TZVPD basis) results for a molecular structure, C48H39CaCl8Ge2N4OS.

Geometry as XYZ:
```
104
Properties=species:S:1:pos:R:3:forces:R:3
Ca 0.242612 -0.316315 0.197781 -1.09 -0.25 0.27
Cl 5.823274 4.352987 2.015907 -0.07 -0.07 -0.01
C 4.588031 3.126890 1.865917 0.01 0.02 0.14
C 4.062651 2.526011 3.020194 0.03 0.03 0.01
C 3.098470 1.556984 2.915945 0.05 0.06 0.03
C 2.584829 1.133691 1.660103 -0.18 -0.25 -0.11
O 1.693815 0.211012 1.598979 1.08 0.60 0.69
C 3.111041 1.781996 0.501793 -0.03 0.03 -0.43
C 2.688894 1.521585 -0.869849 0.07 0.05 0.29
N 1.608732 0.946718 -1.264457 -0.02 0.04 -0.66
C 1.390211 0.733251 -2.668989 -0.05 -0.05 0.58
C 2.065738 1.379726 -3.664101 0.09 0.11 -0.31
C 1.847876 1.077809 -5.027967 0.10 0.12 0.15
C 0.937646 0.136195 -5.391794 -0.09 -0.10 0.02
C 0.174363 -0.520355 -4.395746 -0.01 -0.01 -0.17
C -0.808969 -1.484072 -4.717318 0.09 0.06 -0.15
C -1.527933 -2.077206 -3.728587 -0.10 -0.07 0.14
C -1.290519 -1.681250 -2.398960 0.04 0.02 0.03
N -0.395765 -0.786497 -2.056955 0.37 0.01 -0.78
C 0.376916 -0.216733 -3.037427 -0.07 0.17 0.34
C 4.130859 2.745310 0.636419 -0.02 0.05 -0.11
H 4.434476 2.829629 3.991835 -0.02 -0.01 -0.04
H 2.691856 1.079490 3.798700 0.02 0.01 -0.01
H 3.405634 1.873869 -1.614323 0.05 0.05 0.05
H 2.786331 2.149038 -3.419785 0.00 -0.02 -0.04
H 2.417903 1.606465 -5.781394 0.00 -0.01 0.02
H 0.775718 -0.114511 -6.433471 -0.02 0.01 0.03
H -0.975165 -1.738240 -5.758363 0.02 0.01 0.03
H -2.275516 -2.829723 -3.938622 0.00 0.01 0.01
H -1.861092 -2.122781 -1.588440 0.03 -0.01 0.01
H 4.535552 3.214888 -0.253700 0.00 -0.02 0.03
Cl 2.779885 -2.069255 -0.657612 -0.30 -0.28 0.16
C 1.566957 -3.244938 -0.077742 0.25 0.11 -0.11
C 0.342199 -2.749607 0.328953 -0.04 -0.61 -0.03
C -0.567464 -3.729918 0.667193 -0.27 -0.09 0.04
Cl -2.232297 -3.233041 1.091283 0.32 0.00 -0.09
C -0.305409 -5.099855 0.661629 -0.06 0.02 0.03
Cl -1.506744 -6.261032 1.102404 0.04 0.04 -0.01
C 0.964371 -5.531425 0.282149 -0.02 -0.02 0.01
Cl 1.346851 -7.212749 0.273794 -0.01 0.05 0.00
C 1.917445 -4.591473 -0.106217 0.10 0.06 -0.04
Cl 3.484951 -5.106160 -0.613321 -0.06 -0.02 0.02
Cl 1.176662 4.923860 -0.300152 -0.03 -0.09 0.08
C 0.846396 4.358279 1.351773 0.03 -0.07 -0.18
Cl -0.091603 2.856475 1.380708 -0.07 0.16 0.07
H 0.260802 5.119493 1.849349 0.00 0.04 0.05
H 1.791772 4.163151 1.844683 0.07 0.02 -0.02
C -4.606221 -1.604997 -1.696099 0.02 -0.22 -0.16
Ge -4.568910 0.037859 -0.655154 0.22 -0.09 0.01
C -4.957071 -0.523931 1.161996 -0.08 -0.07 0.30
C -6.040550 1.139006 -1.289830 -0.24 0.13 -0.13
Ge -2.572635 1.445232 -0.908831 -0.48 0.05 -0.18
C -2.281576 1.794219 -2.804086 0.20 0.05 -0.27
C -1.277754 2.668943 -3.240000 -0.05 -0.08 -0.06
C -1.128468 2.970941 -4.585755 -0.02 -0.04 0.02
C -1.973777 2.395523 -5.527316 0.01 0.00 0.04
C -2.960015 1.511796 -5.116536 0.01 0.00 0.08
C -3.108246 1.210035 -3.765474 0.15 0.12 -0.12
C -3.134956 3.162635 -0.167632 0.12 0.24 0.33
C -4.046957 3.190079 0.890909 -0.01 0.17 0.03
C -4.437943 4.385748 1.484548 0.07 -0.07 -0.06
C -3.901513 5.583956 1.036939 0.03 0.00 -0.03
C -2.983444 5.578221 -0.007449 0.00 -0.07 0.01
C -2.604228 4.381598 -0.601252 -0.13 0.07 0.05
H -5.658805 -1.883938 -1.795754 0.05 -0.05 -0.01
H -4.084716 -2.405295 -1.169641 -0.02 -0.01 -0.03
H -4.181867 -1.498306 -2.693066 -0.03 -0.04 0.00
H -5.748380 -1.276440 1.098993 0.02 0.05 0.05
H -5.312958 0.294894 1.789273 0.01 -0.05 0.02
H -4.088788 -0.979581 1.635396 -0.01 -0.03 0.02
H -6.969868 0.616148 -1.047225 0.00 0.08 -0.04
H -5.983506 1.271534 -2.371067 -0.03 0.02 0.03
H -6.048562 2.121140 -0.821022 -0.03 0.01 0.01
H -0.594216 3.115650 -2.525013 0.01 -0.04 0.01
H -0.347221 3.651461 -4.901989 -0.01 -0.01 0.00
H -1.860818 2.635383 -6.577181 0.00 -0.01 0.00
H -3.621125 1.058214 -5.845227 0.01 0.00 0.01
H -3.886164 0.517910 -3.472915 -0.04 -0.02 0.03
H -4.475978 2.268479 1.266253 -0.02 -0.04 -0.01
H -5.158328 4.378858 2.293831 0.01 -0.01 -0.01
H -4.199009 6.518625 1.495448 0.01 -0.01 0.00
H -2.556843 6.509698 -0.360463 -0.02 -0.01 0.00
H -1.891164 4.413640 -1.414417 -0.02 -0.02 0.03
S -2.833483 -0.468732 6.569018 0.10 -0.03 0.01
C -2.196046 -0.322257 4.917533 -0.05 -0.10 0.09
C -2.708875 0.588993 4.007712 -0.11 0.02 -0.01
C -2.189288 0.604973 2.729618 0.14 -0.06 -0.14
N -1.205155 -0.197694 2.313422 -0.03 0.13 0.32
C -0.682972 -1.035638 3.218801 -0.08 0.07 -0.23
C -1.148910 -1.138721 4.516281 0.08 -0.02 0.06
C -4.570485 -0.404204 6.197082 -0.11 0.11 -0.04
C -5.211894 -1.478876 5.597389 0.05 -0.02 -0.04
C -6.559293 -1.359232 5.295101 -0.12 0.16 0.03
N -7.286709 -0.268870 5.556978 0.25 -0.04 0.05
C -6.659776 0.746056 6.151532 -0.12 -0.13 -0.07
C -5.313403 0.729283 6.489389 0.03 0.01 0.09
H -3.512750 1.263298 4.273271 0.02 -0.02 0.00
H -2.587137 1.305195 2.004940 0.04 -0.02 -0.02
H 0.123264 -1.672961 2.874585 0.01 0.03 -0.01
H -0.713728 -1.861674 5.193666 -0.03 0.00 -0.03
H -4.668801 -2.385155 5.361283 -0.02 0.02 -0.01
H -7.082233 -2.180821 4.818798 -0.01 0.01 0.00
H -7.260295 1.623680 6.365054 -0.01 -0.02 -0.01
H -4.853118 1.581090 6.973122 -0.01 0.00 -0.04
```
Forces are in eV/Å.

Calculated values
Multiplicity: 2
<S²>: 0.75
HOMO (spin up / spin down): -7.6 / -7.6 eV
Frontier orbital gap (spin up / spin down): 7.0 / 5.9 eV

=====

No. 2
DFT (the ωB97M-V functional and the def2-TZVPD basis) results for C4H9NO3 in the gas phase.

Geometry as XYZ:
```
17
Properties=species:S:1:pos:R:3:forces:R:3
C -0.311107 0.761329 0.089655 -3.95 -1.46 -1.67
C 3.078839 0.160120 0.367467 0.55 0.04 -0.03
C -2.053481 -1.108276 -0.441308 0.17 -0.44 0.01
N -1.732355 0.313076 -0.392376 0.58 0.80 0.80
C 0.750921 -0.129973 -0.439655 3.22 0.80 1.19
O 1.886333 0.785224 -0.086631 -1.23 -2.20 -0.73
O -2.630756 0.835031 0.633404 0.28 0.42 -0.72
O 0.875145 -1.260078 -0.829050 -0.32 2.06 0.53
H -3.102115 1.541002 0.156625 0.20 -0.38 0.29
H -0.214780 1.768425 -0.325921 0.30 -0.26 0.40
H -0.285119 0.750896 1.182084 0.13 0.01 -0.11
H 3.011879 -0.934290 0.386066 -0.07 0.25 -0.17
H 3.306729 0.519415 1.377640 -0.24 -0.06 -0.08
H 3.915001 0.477850 -0.261954 -0.11 -0.23 -0.09
H -3.120190 -1.252273 -0.648717 0.16 0.47 0.17
H -1.829582 -1.619904 0.502554 0.06 -0.08 -0.06
H -1.545361 -1.607574 -1.269884 0.27 0.25 0.25
```
Forces are in eV/Å.

Calculated values
HOMO: -9.2 eV
Frontier orbital gap: 10.1 eV
SMILES string: COC(=O)CN(C)O

=====

E_tot list, top to bottom, in eV: -300905.276 -11923.768
ΔE to the lowest compared entry with this formula, charge and spin list, top to bottom, in kJ/mol: 51.0 364.1